7
Properties=species:S:1:pos:R:3:nbo_charge:R:1 method="wB97M-V/def2-TZVPD" molar_mass_g_mol=112.94 total_charge=0 total_energy_ha=-1072.949227 relative_energy_kj_mol=197.9 max_force_ha_per_bohr=0.1283 e_lumo_ev=0.47
C -0.40990 -0.80185 0.67273 0.436
C 0.23469 0.52796 -0.68763 -0.336
O -1.40790 -0.55342 1.29435 -0.483
Cl 1.81428 0.08838 -1.23000 0.032
Cl 0.12291 1.96234 0.26779 0.021
H 0.22376 -1.64508 0.92330 0.135
H -0.57784 0.42167 -1.24054 0.196

=====

8
Properties=species:S:1:pos:R:3:nbo_charge:R:1 method="wB97M-V/def2-TZVPD" molar_mass_g_mol=128.94 total_charge=0 total_energy_ha=-1148.247432 relative_energy_kj_mol=154.6 max_force_ha_per_bohr=0.0802 smiles="O=C(Cl)OCCl" e_lumo_ev=0.58
C 2.37096 0.09807 -0.83939 0.696
C 0.05748 0.41958 0.20169 -0.067
O 2.62654 -0.91481 -0.27139 -0.496
O 1.04815 0.90196 -0.71637 -0.540
Cl 3.42213 0.99214 -1.78671 0.071
Cl 0.52152 0.75423 1.89406 -0.076
H -0.74425 0.96915 -0.14638 0.202
H -0.23747 -0.63581 0.34530 0.211

=====

8
Properties=species:S:1:pos:R:3:nbo_charge:R:1 method="wB97M-V/def2-TZVPD" molar_mass_g_mol=128.94 total_charge=0 total_energy_ha=-1148.157865 relative_energy_kj_mol=389.7 max_force_ha_per_bohr=0.0845 e_lumo_ev=-2.41
C -0.81682 1.27732 -0.12440 0.646
C 0.91136 -1.15381 -0.04951 -0.044
O 0.03781 1.52554 -0.97281 -0.711
O -0.76411 0.33495 0.68880 -0.664
Cl 1.63135 -1.28190 1.40907 0.233
Cl -0.18268 -2.40824 -0.42531 0.175
H -1.82124 1.98336 0.06690 0.082
H 1.00433 -0.27722 -0.59274 0.283

=====

8
Properties=species:S:1:pos:R:3:lowdin_spin:R:1 method="wB97M-V/def2-TZVPD" molar_mass_g_mol=158.89 total_charge=0 total_energy_ha=-1680.332360 spin_multiplicity=3 s_squared=2.02 relative_energy_kj_mol=39.2 max_force_ha_per_bohr=0.1009 e_lumo_ev="-0.39 / -2.96"
C 1.15407 -0.91217 -0.82167 0.175
C 0.91546 0.38700 -0.44362 0.372
P 1.36141 -2.45948 -0.82600 0.585
P -0.16101 1.26373 -1.38234 0.731
Cl -2.57992 -0.47280 1.06583 0.019
Cl 1.63355 0.99167 1.03442 0.069
H -2.06350 -1.21073 1.86987 0.001
H -0.26005 2.41278 -0.49649 0.047

=====

7
Properties=species:S:1:pos:R:3:nbo_charge:R:1 method="wB97M-V/def2-TZVPD" molar_mass_g_mol=125.03 total_charge=0 total_energy_ha=-1287.214364 relative_energy_kj_mol=280.8 max_force_ha_per_bohr=0.0889 e_lumo_ev=-1.07
C -1.18071 1.45846 -0.30631 -0.178
C -2.29937 1.10806 -0.17763 -0.562
Si -3.98596 0.65923 0.58494 0.966
Cl 1.00058 -1.13519 0.50564 -0.274
Cl -4.29843 -1.05951 -0.47656 -0.431
H -0.29161 1.51359 -0.78322 0.203
H 0.82910 -0.33189 -0.57293 0.276

=====

9
Properties=species:S:1:pos:R:3:nbo_charge:R:1 method="wB97M-V/def2-TZVPD" molar_mass_g_mol=162.40 total_charge=0 total_energy_ha=-1587.740557 relative_energy_kj_mol=611.5 max_force_ha_per_bohr=0.0639 e_lumo_ev="0.17 / -0.95"
C 1.28704 0.62568 -0.15789 0.259
C -1.41710 0.12013 0.36794 -0.263
N 1.46992 -0.61164 -0.71882 -0.354
O 1.71257 -0.24215 0.71994 -0.349
Cl -1.74681 -0.59138 -1.22682 0.002
Cl -1.23271 -1.12131 1.59642 0.042
Cl -2.33680 1.45339 0.74933 0.109
H 1.72101 1.60881 -0.57508 0.191
H 0.54287 -1.24152 -0.75503 0.362

=====

10
Properties=species:S:1:pos:R:3:nbo_charge:R:1 method="wB97M-V/def2-TZVPD" molar_mass_g_mol=178.40 total_charge=0 total_energy_ha=-1663.099974 relative_energy_kj_mol=342.1 max_force_ha_per_bohr=0.0822 smiles="O=[N+]([O-])CC(Cl)(Cl)Cl" e_lumo_ev=-0.41
C -0.55171 0.29778 0.00434 -0.377
C 0.95813 0.51226 0.01997 -0.117
N -0.94278 -1.12401 0.00647 0.513
O -1.14924 -1.58613 -1.09257 -0.347
O -1.08810 -1.70739 1.05807 -0.344
Cl 1.31821 2.27012 0.02854 0.031
Cl 1.62981 -0.18263 1.44695 0.079
Cl 1.60754 -0.25133 -1.48211 0.020
H -1.02853 0.85707 -0.94639 0.278
H -0.75334 0.91426 0.95672 0.265

=====

8
Properties=species:S:1:pos:R:3:nbo_charge:R:1 method="wB97M-V/def2-TZVPD" molar_mass_g_mol=130.46 total_charge=0 total_energy_ha=-1078.570500 relative_energy_kj_mol=143.0 max_force_ha_per_bohr=0.0927 e_lumo_ev=-0.21
C -0.51610 -0.21390 -0.55139 -0.566
C 0.70849 -0.27195 1.03137 0.616
F 1.74702 0.31130 0.45993 -0.338
F 0.18644 0.51732 1.95238 -0.326
P -0.03460 0.91092 -1.71525 0.451
Cl -1.99000 -0.96909 -0.28197 0.072
H 1.10524 -1.11702 1.49542 0.142
H -1.20649 0.83241 -2.39050 -0.051

=====

8
Properties=species:S:1:pos:R:3:nbo_charge:R:1 method="wB97M-V/def2-TZVPD" molar_mass_g_mol=118.49 total_charge=0 total_energy_ha=-837.084309 relative_energy_kj_mol=337.1 max_force_ha_per_bohr=0.0498 e_lumo_ev=-0.45
C 1.47435 -0.28389 -0.04931 0.436
C -2.02303 0.85434 -0.20008 0.287
F 2.19976 -0.10543 1.07233 -0.347
F 0.57867 -1.27197 0.11246 -0.347
F -2.68318 1.34148 0.77307 -0.292
Cl -2.55336 -0.68209 -0.69089 0.009
H 0.86832 0.60173 -0.19620 0.130
H 2.13847 -0.45417 -0.82138 0.125

=====

8
Properties=species:S:1:pos:R:3:nbo_charge:R:1 method="wB97M-V/def2-TZVPD" molar_mass_g_mol=109.49 total_charge=-1 total_energy_ha=-763.301862 relative_energy_kj_mol=289.2 max_force_ha_per_bohr=0.0836 e_lumo_ev=3.95
C 2.40512 -1.25117 0.12381 0.691
C 2.87336 -0.16192 0.95763 -0.264
O 1.53751 -1.79702 -0.48992 -0.667
O 3.71393 -1.30903 0.23357 -0.553
O -0.27282 0.62742 -0.33540 -1.008
Cl 3.06547 1.32390 -0.02070 -0.188
H 0.02658 -0.37908 -0.42442 0.512
H 0.36364 1.17362 0.06791 0.477

=====

8
Properties=species:S:1:pos:R:3:nbo_charge:R:1 method="wB97M-V/def2-TZVPD" molar_mass_g_mol=109.49 total_charge=-1 total_energy_ha=-763.300569 relative_energy_kj_mol=292.6 max_force_ha_per_bohr=0.0596 e_lumo_ev=3.97
C 0.93975 -0.44231 0.45031 0.673
C 0.30656 0.51017 1.29546 -0.184
O 0.91801 -1.47528 -0.17684 -0.655
O 1.75355 0.17297 1.23528 -0.522
O -1.74422 -0.27049 -1.07803 -0.979
Cl 0.07432 1.98837 0.15659 -0.285
H -1.01436 -0.93414 -1.16307 0.478
H -1.23359 0.45070 -0.71969 0.474

=====

6
Properties=species:S:1:pos:R:3:nbo_charge:R:1 method="wB97M-V/def2-TZVPD" molar_mass_g_mol=92.46 total_charge=0 total_energy_ha=-878.716274 relative_energy_kj_mol=505.6 max_force_ha_per_bohr=0.2513 e_lumo_ev="-0.56 / -0.57"
C 1.47456 -0.41865 0.52179 -0.169
C 1.71234 -0.47697 -0.65531 -0.302
P -2.78469 1.85412 -0.67754 0.166
Cl -3.52959 0.68243 0.30884 -0.165
H 1.23262 -0.21553 1.56147 0.232
H 1.89476 -1.42540 -1.05925 0.239

=====

6
Properties=species:S:1:pos:R:3:nbo_charge:R:1 method="wB97M-V/def2-TZVPD" molar_mass_g_mol=92.46 total_charge=0 total_energy_ha=-878.687271 relative_energy_kj_mol=581.8 max_force_ha_per_bohr=0.0580 e_lumo_ev="-1.90 / -1.05"
C -0.66175 -0.67044 -0.95621 -0.135
C 0.28147 0.10617 -0.52214 -0.474
P -0.82873 -1.47620 -4.31760 -0.089
Cl -0.56930 -1.59272 -2.30295 0.256
H 1.08299 0.43479 -1.22946 0.211
H 0.34727 0.67473 0.39456 0.232

=====

9
Properties=species:S:1:pos:R:3:lowdin_spin:R:1 method="wB97M-V/def2-TZVPD" molar_mass_g_mol=142.91 total_charge=+3 total_energy_ha=-1716.483378 spin_multiplicity=5 s_squared=6.03 relative_energy_kj_mol=0.0 max_force_ha_per_bohr=0.1375 e_lumo_ev="-20.39 / -19.80"
C -0.41438 0.37660 -0.28318 0.136
C -1.63516 0.80417 -0.84778 0.794
O -0.39731 -0.50133 0.57651 0.066
F 1.23163 -0.90011 2.23652 0.115
H 0.95216 0.15340 -1.93721 0.003
H -2.53037 0.80651 -0.20582 0.037
Li 0.48103 -2.29942 1.10206 0.002
Co 1.84656 0.19137 0.85600 2.812
O 0.88236 0.25522 -0.97579 0.034

=====

8
Properties=species:S:1:pos:R:3:mulliken_charge:R:1 method="wB97M-V/def2-TZVPD" molar_mass_g_mol=209.94 total_charge=0 total_energy_ha=-347.666009 relative_energy_kj_mol=467.0 max_force_ha_per_bohr=0.0712 e_lumo_ev=-0.79
F -1.49564 1.71194 0.20124 -0.264
O -1.35262 -0.38915 -0.08232 -0.238
O -0.49463 -1.48543 0.20557 -0.374
C -0.57498 0.76859 -0.13591 0.637
C 0.72713 0.77584 0.13149 -1.063
H -0.22278 -1.19705 1.21438 0.359
H 1.19324 1.71885 -0.17753 0.122
Cs 2.22026 -1.90359 -1.35692 0.820

=====

7
Properties=species:S:1:pos:R:3:lowdin_spin:R:1 method="wB97M-V/def2-TZVPD" molar_mass_g_mol=121.58 total_charge=0 total_energy_ha=-1868.203972 spin_multiplicity=2 s_squared=0.75 relative_energy_kj_mol=0.0 max_force_ha_per_bohr=0.0539 e_lumo_ev="-1.09 / -1.32"
H 1.41457 -0.43385 -0.42758 0.016
O -0.46577 0.85771 -0.93352 0.048
C 0.54704 0.49644 -0.17809 0.101
C 0.32567 -0.69752 0.73257 0.547
O -0.70678 -1.33555 0.79846 0.243
H 1.09701 1.25933 0.42082 0.003
Cu -2.21175 -0.14656 -0.41267 0.042

=====

8
Properties=species:S:1:pos:R:3:nbo_charge:R:1 method="wB97M-V/def2-TZVPD" molar_mass_g_mol=92.05 total_charge=0 total_energy_ha=-386.483284 relative_energy_kj_mol=367.3 max_force_ha_per_bohr=0.0984 e_lumo_ev="-0.56 / -0.56"
C -2.35473 0.03258 -0.45958 0.403
C 0.00442 -0.15861 0.18757 0.744
N -1.06906 0.54289 0.13009 -0.670
N 0.84508 -0.99496 0.38525 -0.591
F -2.50214 -1.14073 0.21829 -0.387
F -3.58121 0.64926 0.00574 -0.405
H -0.99034 1.52900 0.57229 0.467
H 1.27365 -1.75966 -0.06511 0.439

=====

8
Properties=species:S:1:pos:R:3:nbo_charge:R:1 method="wB97M-V/def2-TZVPD" molar_mass_g_mol=92.05 total_charge=0 total_energy_ha=-386.525213 relative_energy_kj_mol=257.2 max_force_ha_per_bohr=0.0405 e_lumo_ev=0.21
C 1.46249 -0.22517 0.19249 0.450
C -1.10553 0.09903 0.13686 0.735
N -0.03095 0.41206 -0.37636 -0.679
N -1.93393 -0.53397 0.70899 -0.605
F 1.76311 -0.99610 -0.89471 -0.389
F 2.33278 0.81565 0.05112 -0.382
H 0.07159 0.82218 -1.29413 0.437
H -2.55956 -0.39369 1.47575 0.434

=====

7
Properties=species:S:1:pos:R:3:nbo_charge:R:1 method="wB97M-V/def2-TZVPD" molar_mass_g_mol=80.03 total_charge=0 total_energy_ha=-352.350478 relative_energy_kj_mol=6.0 max_force_ha_per_bohr=0.0610 e_lumo_ev=1.02
C 2.92345 0.95706 -0.07023 0.491
C -1.25077 -0.10858 -0.01720 0.441
O 3.32932 -0.07098 0.09057 -0.490
F -1.73880 -0.88547 0.91379 -0.338
F -0.82324 -0.76305 -1.10210 -0.343
H -0.36348 0.28304 0.33454 0.115
H -2.07647 0.58798 -0.14937 0.124

=====

8
Properties=species:S:1:pos:R:3:nbo_charge:R:1 method="wB97M-V/def2-TZVPD" molar_mass_g_mol=96.03 total_charge=0 total_energy_ha=-427.605576 relative_energy_kj_mol=48.8 max_force_ha_per_bohr=0.0654 smiles="O=C(F)[C@@H](O)F" e_lumo_ev=0.68
C -1.02144 0.19998 -0.12201 0.807
C 0.44721 -0.28750 -0.16637 0.371
O -1.52694 1.03367 0.47357 -0.470
O 1.48485 0.60049 0.11596 -0.686
F -1.81662 -0.49118 -1.05348 -0.366
F 0.56992 -1.17922 0.86771 -0.345
H 0.44375 -0.84426 -1.14143 0.188
H 1.41929 0.96801 1.02604 0.500